[1]
# C2H5LiO2Tl

A molecular structure, C2H5LiO2Tl (ωB97M-V/def2-TZVPD, the Open Molecules 2025 dataset).

The geometry in XYZ format:
```
11
Properties=species:S:1:pos:R:3:lowdin_charge:R:1
H 1.019 2.300 0.735 0.13
Tl -0.759 1.402 -2.691 0.30
O -1.010 0.793 -0.225 -0.73
C 0.224 0.393 0.292 -0.57
C 0.278 -1.155 0.203 -0.59
O 1.368 -1.554 -0.506 -0.33
Li -2.218 -0.453 0.203 0.54
H 0.499 0.691 1.329 0.03
H 1.360 0.768 -0.193 0.11
H -0.540 -1.740 -0.326 0.05
H -0.221 -1.445 1.179 0.05
```

Molecular weight (g/mol): 272.4
E_LUMO (alpha / beta) (eV): 2.20 / 2.08
Charge: -1
E (hartree): -409.47432



[2]
# C4H13NO2

3 unconnected molecules or ions with the total composition C4H13NO2 (ωB97M-V/def2-TZVPD, the Open Molecules 2025 dataset).

The geometry in XYZ format:
```
20
Properties=species:S:1:pos:R:3:lowdin_charge:R:1
C -0.286 -2.848 1.419 -0.12
C 0.452 -1.555 1.756 -0.29
C 0.004 -0.359 0.953 -0.15
C -1.057 0.351 1.342 -0.22
N -1.737 1.279 0.536 0.04
H 0.045 -3.214 0.434 0.07
H -0.062 -3.593 2.184 0.06
H -1.368 -2.722 1.305 0.07
H 1.539 -1.657 1.722 0.10
H 0.221 -1.232 2.784 0.10
H 0.607 0.001 0.125 0.09
H -1.528 0.301 2.316 0.11
H -2.632 1.567 0.877 0.06
H -1.212 1.860 -0.098 0.04
O 1.678 1.432 -3.940 -0.04
H 2.637 1.418 -3.836 0.05
H 1.506 0.689 -4.527 0.05
O -0.011 2.758 -1.739 -0.06
H 0.554 2.220 -2.313 0.00
H 0.652 3.305 -1.300 0.04
```

Molecular weight (g/mol): 107.2
E_LUMO (eV): 0.47
SMILES: CC/C=C/N.O.O
E (hartree): -365.40425



[3]
# CF2I2

A molecular structure, CF2I2 (ωB97M-V/def2-TZVPD, the Open Molecules 2025 dataset).

The geometry in XYZ format:
```
5
Properties=species:S:1:pos:R:3:lowdin_charge:R:1
C 0.101 0.276 0.024 -1.11
F -0.310 -0.372 1.077 0.03
F -0.199 -0.373 -1.069 0.01
I -0.415 2.310 -0.017 0.89
I 2.919 0.300 0.004 0.18
```

Molecular weight (g/mol): 303.8
E_LUMO (alpha / beta) (eV): -2.09 / -2.29
E (hartree): -833.15909



[4]
# C25H49ClN2O10P

7 unconnected molecules or ions with the total composition C25H49ClN2O10P (ωB97M-V/def2-TZVPD, the Open Molecules 2025 dataset).

The geometry in XYZ format:
```
88
Properties=species:S:1:pos:R:3:lowdin_charge:R:1
N 0.454 -1.478 2.575 -0.35
P 0.917 -2.482 1.380 0.68
N -0.027 -2.015 -0.041 -0.65
Cl -1.698 -1.899 0.395 0.61
C 0.156 -2.948 -1.201 -0.38
C 1.665 -2.955 -1.783 -0.16
C 1.788 -3.838 -3.141 -0.16
C 3.356 -4.068 -3.386 -0.17
C 3.710 -5.372 -4.248 -0.19
O 3.786 -6.495 -3.326 -0.09
C 3.041 -7.608 -3.768 -0.27
O 1.896 -7.586 -4.250 0.03
C -0.417 -4.428 -0.951 -0.62
O -1.484 -4.772 -1.582 -0.12
O 0.176 -5.370 -0.151 -0.21
H 1.280 -0.949 2.918 -0.06
H 0.648 -3.828 1.818 0.02
H 2.327 -2.304 1.224 0.01
H -0.486 -2.512 -2.055 0.13
H 2.450 -3.243 -1.013 0.09
H 1.854 -1.872 -2.130 0.10
H 1.390 -3.220 -4.027 0.12
H 1.171 -4.794 -3.106 0.12
H 3.829 -4.232 -2.348 0.12
H 3.803 -3.114 -3.816 0.11
H 4.778 -5.226 -4.664 0.12
H 3.042 -5.539 -5.152 0.13
H 3.538 -8.637 -3.614 0.15
C 3.896 0.735 -0.194 -0.02
C 3.573 0.631 -1.659 -0.49
O 3.665 -0.427 -2.253 0.04
C 3.131 1.887 -2.362 -0.02
H 4.200 -0.246 0.180 0.08
H 4.718 1.437 -0.043 0.09
H 3.013 1.062 0.359 0.06
H 3.920 2.641 -2.307 0.09
H 2.214 2.265 -1.904 0.08
H 2.933 1.664 -3.412 0.07
C 0.756 5.167 -4.506 -0.03
C 0.834 3.768 -5.059 -0.51
O 1.876 3.318 -5.493 0.06
C -0.429 2.949 -5.052 -0.02
H 1.739 5.638 -4.574 0.08
H 0.044 5.757 -5.087 0.08
H 0.455 5.136 -3.457 0.08
H -1.194 3.441 -5.657 0.08
H -0.783 2.819 -4.027 0.09
H -0.224 1.965 -5.479 0.09
C 1.108 4.325 2.845 -0.03
C 1.191 2.923 2.298 -0.48
O 2.240 2.473 1.871 0.04
C -0.070 2.105 2.300 -0.03
H 2.091 4.798 2.781 0.07
H 0.398 4.911 2.257 0.08
H 0.800 4.297 3.892 0.08
H -0.823 2.590 1.692 0.06
H -0.430 1.979 3.322 0.09
H 0.139 1.118 1.879 0.06
C -0.698 -1.100 7.731 -0.03
C 0.329 -1.197 6.633 -0.51
O 0.784 -0.201 6.105 0.05
C 0.768 -2.576 6.216 -0.03
H -0.919 -0.049 7.927 0.08
H -1.619 -1.600 7.424 0.08
H -0.308 -1.553 8.645 0.08
H -0.089 -3.141 5.842 0.09
H 1.223 -3.092 7.065 0.08
H 1.507 -2.494 5.418 0.07
C -3.644 4.662 3.434 -0.02
C -3.556 3.260 2.890 -0.46
O -2.506 2.811 2.466 0.03
C -4.813 2.436 2.888 -0.02
H -2.663 5.137 3.372 0.08
H -4.354 5.246 2.843 0.09
H -3.955 4.636 4.480 0.08
H -5.574 2.920 2.273 0.08
H -5.177 2.310 3.911 0.09
H -4.599 1.452 2.469 0.07
C -5.782 1.690 -2.418 -0.03
C -5.503 1.510 -0.949 -0.49
O -6.093 2.168 -0.109 0.05
C -4.468 0.487 -0.563 -0.03
H -6.548 2.458 -2.549 0.08
H -4.874 2.011 -2.932 0.08
H -6.148 0.754 -2.844 0.09
H -3.502 0.754 -0.996 0.09
H -4.777 -0.502 -0.907 0.09
H -4.369 0.464 0.524 0.06
```

Molecular weight (g/mol): 604.1
E_LUMO (eV): 1.87
Charge: -1
E (hartree): -2645.33075



Number 1: F_max 3.39 eV/Å. Number 2: F_max 1.54 eV/Å. Number 3: F_max 2.18 eV/Å. Number 4: F_max 5.39 eV/Å.